(1)
C21H29I2N4NiO5S as an isolated structure, computed with wB97M-V/def2-TZVPD.

```
63
Properties=species:S:1:pos:R:3:forces:R:3
Ni -2.162 -0.680 0.285 0.2659 0.3323 0.0910
I -4.438 -2.107 0.543 -0.0714 -0.2641 -0.0505
C -3.531 -4.011 0.885 -0.0415 0.1314 0.1239
I -2.283 -4.062 2.593 -0.0271 0.0049 -0.0569
H -2.937 -4.236 0.010 0.0021 0.0038 -0.0216
H -4.337 -4.720 1.027 -0.0155 -0.0092 -0.0266
O -1.246 2.666 -4.224 -0.1944 0.0328 -0.0497
C -0.086 2.320 -3.705 0.1996 -0.0441 0.0880
O 0.969 2.515 -4.251 -0.0924 0.0044 0.0288
C -0.102 1.640 -2.370 -0.1769 -0.0277 -0.0109
C 1.052 1.300 -1.697 0.0426 0.0139 -0.0422
N 0.686 0.679 -0.566 0.1417 -0.0211 0.0238
N -0.640 0.592 -0.453 -0.1620 -0.0686 -0.1901
C -1.140 1.174 -1.538 -0.0318 0.1530 0.0202
C -2.645 1.275 -1.602 0.1090 0.0808 -0.1319
O -3.174 1.846 -2.542 0.0739 0.0256 0.0791
O -3.247 0.750 -0.588 -0.0336 -0.2809 -0.1081
H -2.018 2.414 -3.652 0.0667 -0.0043 -0.0120
H 2.080 1.478 -1.970 -0.0298 -0.0257 0.0480
H 1.282 0.305 0.154 -0.0063 -0.0742 0.0246
C 1.051 2.383 4.616 -0.0410 -0.0288 -0.0139
C -0.254 1.607 4.529 0.0140 0.0438 -0.0013
N -1.124 2.180 3.502 0.0336 -0.1185 0.1317
C -1.835 1.520 2.588 0.0100 0.0582 -0.0612
S -1.804 -0.213 2.520 0.0877 0.1298 0.1712
N -2.605 2.212 1.759 0.0617 0.1832 0.1324
C -2.804 3.661 1.793 0.2287 -0.0703 -0.0724
C -1.704 4.436 1.076 -0.0248 -0.0011 -0.0016
H 1.720 1.895 5.325 -0.0127 0.0476 -0.0020
H 0.888 3.405 4.964 0.0067 -0.0184 -0.0267
H 1.546 2.422 3.644 -0.0003 -0.0128 0.0363
H -0.771 1.619 5.490 -0.0282 -0.0170 -0.0102
H -0.072 0.569 4.269 -0.0107 -0.0420 -0.0498
H -1.202 3.186 3.512 -0.0295 -0.0036 -0.0050
H -3.021 1.703 0.990 -0.1723 -0.0861 -0.0513
H -2.897 3.976 2.834 -0.0926 0.0360 -0.0054
H -3.763 3.853 1.318 -0.0514 -0.0046 0.0290
H -0.718 4.232 1.500 -0.0128 0.0106 -0.0152
H -1.893 5.507 1.152 0.0226 -0.0166 -0.0106
H -1.678 4.173 0.017 0.0076 -0.0042 0.0198
C 5.388 -2.310 -1.568 0.0226 0.0016 -0.0030
C 3.891 -2.350 -1.502 -0.0607 -0.0058 -0.0110
C 3.219 -2.321 -0.283 0.0607 0.0383 0.0223
C 1.838 -2.363 -0.204 -0.0595 -0.0311 0.0830
C 1.216 -2.376 1.167 -0.0130 -0.0184 -0.0149
C 1.089 -2.439 -1.403 0.1249 -0.0281 -0.0013
C -0.349 -2.461 -1.447 -0.1525 -0.0119 -0.1984
O -1.162 -2.297 -0.527 0.1234 -0.0455 0.0651
C 1.761 -2.475 -2.658 -0.0443 0.0060 -0.0192
C 1.040 -2.536 -3.985 0.0278 0.0308 0.0861
C 3.141 -2.423 -2.674 0.0321 0.0020 -0.0220
H 5.837 -2.297 -0.577 -0.0165 0.0102 -0.0201
H 5.720 -1.424 -2.114 -0.0028 -0.0089 0.0212
H 5.770 -3.177 -2.109 -0.0192 0.0054 0.0127
H 3.794 -2.281 0.636 -0.0120 0.0125 -0.0271
H 1.892 -1.925 1.894 0.0203 -0.0272 -0.0087
H 1.041 -3.407 1.487 -0.0474 0.0031 -0.0272
H 0.255 -1.873 1.213 0.0738 0.0362 0.0478
H -0.772 -2.637 -2.442 -0.0413 0.0034 -0.0182
H 0.451 -1.634 -4.164 -0.0185 -0.0251 0.0060
H 0.377 -3.398 -4.058 -0.0014 0.0017 -0.0109
H 1.765 -2.613 -4.791 0.0016 -0.0013 -0.0013
H 3.657 -2.444 -3.628 -0.0130 0.0038 0.0183
```
Positions in Å, forces in eV/Å.

**Multiplicity**: 3
**<S²>**: 2.01
**Highest occupied orbital energy (spin up / spin down)**: -11.912 / -11.864 eV
**Total charge**: +1
**Orbital gap (spin up / spin down)**: 8.3 / 8.1 eV

=====

(2)
One molecule with the formula C21H29N3O5, computed with wB97M-V/def2-TZVPD.

```
58
Properties=species:S:1:pos:R:3:forces:R:3
C 5.644 -0.764 0.513 -0.3363 0.0608 -0.2542
C 4.349 -0.061 0.133 0.1262 0.0252 0.5679
O 3.896 -0.449 -1.162 -0.0738 -0.0710 -0.3393
C 3.224 -1.610 -1.228 0.2229 -0.1050 -0.2591
O 2.994 -2.323 -0.280 -0.0962 -0.0553 0.4902
N 2.871 -1.921 -2.516 0.2366 -0.0086 -0.0296
C 1.845 -2.932 -2.685 -0.0176 -0.1803 0.0708
C 0.492 -2.227 -2.950 0.0083 -0.3817 0.0405
N 0.577 -0.877 -2.434 -0.0351 0.1080 -0.3311
C 0.372 -0.502 -1.150 -0.3028 -0.0761 0.1625
O 0.709 0.598 -0.747 0.1280 0.2180 0.3136
C -0.341 -1.479 -0.204 0.2887 -0.1307 0.0632
N -1.789 -1.344 -0.222 0.2400 0.0750 0.0619
C -2.518 -2.261 -0.897 -0.3363 -0.2806 -0.1225
O -2.022 -3.187 -1.516 -0.2477 -0.0773 -0.0152
C -4.021 -2.035 -0.877 -0.0564 -0.1197 -0.4407
O -4.514 -1.566 0.353 0.1397 0.0464 0.3762
C -3.782 -0.533 0.878 0.1145 0.2904 -0.0065
C -4.400 0.353 1.745 0.0578 -0.1668 -0.1571
C -3.688 1.402 2.294 -0.0062 -0.0514 -0.0564
C -2.347 1.605 1.981 -0.0191 -0.1307 -0.0061
C -1.603 2.791 2.573 0.0840 0.1582 0.0843
C -1.701 2.740 4.105 0.0197 0.0115 -0.1913
C -2.251 4.083 2.055 0.1048 -0.1399 0.0706
C -0.120 2.808 2.193 -0.2609 -0.0155 0.0303
C -1.734 0.703 1.121 -0.0696 0.0727 0.0869
C -2.428 -0.371 0.579 -0.4892 0.0501 0.1692
C 1.472 -0.061 -3.238 0.0734 0.3838 -0.0448
C 2.769 -0.865 -3.502 0.0275 0.1603 -0.0684
H 5.989 -0.396 1.475 0.0699 0.0360 0.1137
H 6.409 -0.575 -0.237 0.1063 0.0300 -0.0240
H 5.474 -1.835 0.584 0.0282 -0.0638 0.0432
H 4.488 1.019 0.065 -0.0585 -0.1227 0.0222
H 3.565 -0.287 0.863 0.0923 0.1279 -0.1213
H 2.115 -3.582 -3.521 -0.0418 -0.0172 0.0443
H 1.817 -3.523 -1.769 -0.0453 0.0235 -0.1667
H -0.341 -2.776 -2.515 0.1473 0.0930 -0.1056
H 0.311 -2.143 -4.025 -0.0424 -0.0046 0.0565
H 0.020 -1.259 0.804 -0.0149 -0.0208 -0.1768
H -0.101 -2.515 -0.444 -0.0321 0.1215 0.0669
H -4.524 -2.981 -1.083 0.1930 0.1397 -0.0076
H -4.264 -1.322 -1.684 0.0484 -0.1063 0.1147
H -5.441 0.200 1.979 -0.1411 -0.0201 0.0159
H -4.202 2.074 2.963 -0.0485 0.0991 0.0867
H -2.730 2.819 4.443 -0.1232 0.0024 0.0749
H -1.290 1.803 4.476 0.0427 -0.0936 0.0784
H -1.136 3.561 4.542 0.0551 0.1112 0.0713
H -3.300 4.137 2.333 -0.1319 0.0321 0.0210
H -1.742 4.950 2.469 0.0516 0.1329 0.0529
H -2.182 4.126 0.971 -0.0138 0.0408 -0.1266
H 0.014 2.864 1.116 0.0775 -0.0338 -0.1475
H 0.387 1.921 2.565 0.1170 -0.1237 -0.0044
H 0.357 3.679 2.638 0.0367 0.0839 0.0512
H -0.704 0.843 0.848 0.1586 -0.0153 -0.0560
H 1.685 0.846 -2.671 -0.0275 -0.1335 -0.1641
H 0.977 0.205 -4.176 0.0371 0.0151 0.0257
H 2.746 -1.341 -4.485 0.0442 0.0430 0.0335
H 3.645 -0.222 -3.439 -0.1098 -0.0465 -0.1383
```
Positions in Å, forces in eV/Å.

**ΔE to the lowest compared entry with this formula, charge and spin**: 22.70 kcal per mole
**SMILES**: CCOC(=O)N1CCN(C(=O)CN2C(=O)COc3ccc(C(C)(C)C)cc32)CC1
**Highest occupied orbital energy**: -8.212 eV
**Orbital gap**: 9.0 eV

=====

Q: Which formula does entry 2 have?
A: C21H29N3O5

=====

Q: Which formula does entry 2 have?
A: C21H29N3O5